Record 1
This record from the OMol25 dataset describes a single C24H32N2O5S molecule in a non-equilibrium geometry. The level of theory is ωB97M-V with the def2-TZVPD basis set.

Results
LUMO level (eV): 0.4
DFT total energy (a.u.): -1817.61733
Kohn-Sham gap (eV): 8.67
SMILES: COc1ccc(N(CC(=O)NC2CCCCCC2)S(=O)(=O)c2ccc(C)cc2)cc1OC

CARTESIAN COORDINATES (ANGSTROEM)
C 4.06 1.69 4.97
O 4.44 0.71 4.02
C 3.66 0.45 2.93
C 4.30 -0.30 1.95
C 3.66 -0.69 0.79
C 2.34 -0.31 0.59
N 1.58 -0.73 -0.53
C 2.11 -0.46 -1.86
C 1.13 0.46 -2.61
O 1.44 1.57 -2.99
N -0.07 -0.11 -2.78
C -1.19 0.56 -3.40
C -1.56 -0.12 -4.72
C -2.12 0.86 -5.75
C -3.54 1.34 -5.46
C -3.74 1.95 -4.07
C -3.72 0.91 -2.96
C -2.34 0.61 -2.38
S 1.03 -2.31 -0.32
O 2.11 -3.25 -0.22
O 0.05 -2.55 -1.35
C 0.21 -2.16 1.26
C -1.04 -1.58 1.31
C -1.64 -1.38 2.54
C -0.99 -1.74 3.72
C -1.63 -1.51 5.06
C 0.27 -2.33 3.64
C 0.87 -2.54 2.42
C 1.69 0.44 1.56
C 2.31 0.81 2.74
O 1.67 1.50 3.74
C 0.34 1.90 3.53
H 4.93 1.80 5.62
H 3.20 1.37 5.56
H 3.83 2.65 4.49
H 5.33 -0.57 2.12
H 4.16 -1.29 0.06
H 3.08 0.05 -1.78
H 2.24 -1.39 -2.41
H -0.21 -1.05 -2.42
H -0.84 1.58 -3.62
H -0.65 -0.56 -5.13
H -2.27 -0.93 -4.54
H -2.12 0.39 -6.73
H -1.45 1.72 -5.80
H -4.23 0.50 -5.57
H -3.81 2.09 -6.22
H -4.71 2.45 -4.07
H -2.98 2.71 -3.89
H -4.36 1.25 -2.14
H -4.17 -0.01 -3.34
H -2.09 1.36 -1.63
H -2.38 -0.36 -1.87
H -1.52 -1.30 0.39
H -2.62 -0.92 2.59
H -0.93 -1.00 5.72
H -2.53 -0.91 4.96
H -1.89 -2.46 5.51
H 0.78 -2.62 4.55
H 1.85 -2.99 2.33
H 0.66 0.72 1.37
H 0.06 2.44 4.43
H 0.25 2.57 2.66
H -0.32 1.04 3.39

=====

Record 2
This record from the OMol25 dataset describes a molecular structure, C24H32N3O3SbTi. The level of theory is ωB97M-V with the def2-TZVPD basis set.

Results
Net charge: +4
LUMO level (eV): -14.8
DFT total energy (a.u.): -2411.91164
Kohn-Sham gap (eV): 6.78

CARTESIAN COORDINATES (ANGSTROEM)
Ti -0.15 0.05 -0.04
C 3.52 -0.07 -0.26
C 2.88 -0.08 1.09
C 3.71 -0.20 2.21
C 3.19 -0.23 3.48
C 1.80 -0.11 3.63
C 1.01 0.00 2.52
N 1.54 -0.01 1.25
Sb -1.11 0.29 3.01
C -1.15 2.02 1.75
C -1.74 3.19 2.19
C -1.32 4.40 1.63
C -0.25 4.39 0.76
C 0.35 3.18 0.37
C 1.63 3.24 -0.39
N -0.18 2.02 0.80
C -1.58 -1.33 1.54
C -2.55 -2.23 1.96
C -2.34 -3.59 1.70
C -1.18 -3.99 1.05
C -0.27 -3.05 0.58
C 0.96 -3.43 -0.18
N -0.54 -1.75 0.82
H 2.92 0.41 -1.02
H 4.46 0.48 -0.20
H 3.78 -1.09 -0.57
H 4.78 -0.26 2.05
H 3.83 -0.32 4.35
H 1.37 -0.11 4.62
H -2.48 3.17 2.98
H -1.79 5.33 1.92
H 0.17 5.32 0.39
H 2.40 3.61 0.29
H 1.59 3.96 -1.21
H 1.96 2.27 -0.77
H -3.40 -1.91 2.56
H -3.06 -4.32 2.04
H -0.98 -5.04 0.90
H 1.45 -4.27 0.32
H 1.67 -2.61 -0.23
H 0.71 -3.78 -1.18
C -3.21 0.94 -0.61
O -1.80 0.91 -1.00
C -1.61 1.24 -2.40
C -0.14 1.54 -2.58
O 0.66 0.54 -1.81
C 1.18 -0.59 -2.62
C 0.01 -1.48 -2.95
O -0.76 -1.50 -1.73
C -1.98 -2.28 -1.88
H -3.56 1.97 -0.66
H -3.78 0.31 -1.29
H -3.28 0.56 0.40
H -1.97 0.41 -3.01
H -2.19 2.13 -2.64
H 0.18 1.50 -3.62
H 0.13 2.50 -2.16
H 1.70 -0.18 -3.48
H 1.90 -1.09 -1.97
H -0.60 -1.10 -3.78
H 0.36 -2.48 -3.21
H -1.73 -3.32 -2.06
H -2.54 -2.18 -0.95
H -2.56 -1.89 -2.71

=====

Record 3
This record from the OMol25 dataset describes 5 unconnected molecules or ions with the total composition C24H32N4O5 in a non-equilibrium geometry. The level of theory is ωB97M-V with the def2-TZVPD basis set.

Results
LUMO level (eV): 0.5
DFT total energy (a.u.): -1528.92440
Kohn-Sham gap (eV): 8.77
SMILES: CC[C@@]1(COC(C)=O)COC(=O)O1.c1cc[nH]c1.c1cc[nH]c1.c1cc[nH]c1.c1cc[nH]c1

CARTESIAN COORDINATES (ANGSTROEM)
C 4.16 1.40 1.12
C 2.70 0.95 1.01
C 2.50 -0.43 0.39
C 1.24 -0.55 -0.51
O 0.07 -0.85 0.24
C -0.69 0.20 0.60
C -2.06 -0.20 1.05
O -0.30 1.35 0.57
C 3.72 -1.06 -0.28
O 4.24 -1.96 0.67
C 3.33 -2.18 1.64
O 3.44 -3.02 2.52
O 2.29 -1.34 1.49
H 4.51 1.79 0.18
H 4.80 0.61 1.48
H 4.18 2.23 1.81
H 2.18 1.67 0.39
H 2.24 0.98 1.98
H 1.40 -1.40 -1.16
H 1.12 0.34 -1.10
H -2.16 0.15 2.07
H -2.20 -1.26 1.00
H -2.77 0.35 0.46
H 3.49 -1.63 -1.18
H 4.46 -0.34 -0.60
C -1.98 2.52 -2.04
C -2.31 3.90 -1.98
C -2.65 4.29 -3.24
N -2.53 3.21 -4.07
C -2.12 2.13 -3.34
H -1.67 1.89 -1.23
H -2.30 4.52 -1.10
H -2.96 5.25 -3.63
H -2.70 3.21 -5.06
H -1.97 1.17 -3.81
C 2.95 2.63 5.67
C 3.54 3.87 6.05
C 4.89 3.70 6.04
N 5.15 2.40 5.68
C 3.97 1.75 5.45
H 1.90 2.42 5.58
H 3.02 4.78 6.29
H 5.70 4.38 6.27
H 6.06 2.00 5.60
H 3.96 0.71 5.15
C 0.06 -2.05 -4.77
C -0.69 -3.22 -4.45
C -1.51 -2.90 -3.40
N -1.29 -1.59 -3.08
C -0.34 -1.06 -3.91
H 0.80 -1.95 -5.55
H -0.64 -4.18 -4.93
H -2.23 -3.49 -2.86
H -1.75 -1.08 -2.34
H -0.02 -0.04 -3.81
C -6.70 -3.01 -0.34
C -6.26 -4.29 0.12
C -4.97 -4.45 -0.29
N -4.60 -3.32 -0.97
C -5.65 -2.44 -1.01
H -7.67 -2.57 -0.19
H -6.84 -5.00 0.68
H -4.28 -5.26 -0.15
H -3.70 -3.16 -1.38
H -5.56 -1.49 -1.50

=====

Record 4
This record from the OMol25 dataset describes a molecular structure, C24H32N5OS4Ti in a non-equilibrium geometry. The level of theory is ωB97M-V with the def2-TZVPD basis set.

Results
Net charge: +2
Multiplicity: 2
LUMO level (alpha / beta) (eV): -6.3 / -6.5
Expectation value of S²: 0.76
DFT total energy (a.u.): -3724.57613
Kohn-Sham gap (alpha / beta) (eV): 6.18 / 6.80

CARTESIAN COORDINATES (ANGSTROEM)
Ti 0.05 -0.45 0.13
C -3.38 -0.55 1.96
C -2.73 -1.33 3.10
S -0.91 -1.21 3.01
C -0.38 -2.95 3.17
C -0.80 -3.88 2.05
S -0.46 -3.26 0.36
C -2.08 -3.51 -0.43
C -3.20 -2.66 0.14
S -2.75 -0.89 0.28
H -4.46 -0.73 1.94
H -3.22 0.52 2.09
H -3.04 -0.88 4.04
H -3.02 -2.37 3.12
H 0.71 -2.87 3.24
H -0.74 -3.34 4.12
H -0.27 -4.83 2.15
H -1.87 -4.10 2.10
H -1.92 -3.29 -1.48
H -2.33 -4.57 -0.33
H -4.07 -2.72 -0.52
H -3.51 -3.00 1.13
N -1.23 3.00 -1.76
C -0.99 4.11 -0.92
C -0.76 5.36 -1.46
C -0.52 6.44 -0.62
C -0.49 6.27 0.76
C -0.68 5.01 1.30
C -0.95 3.94 0.46
S -1.31 2.33 1.11
N -0.74 1.35 -0.18
C -0.93 1.74 -1.42
C -0.73 0.69 -2.40
C -0.90 0.84 -3.78
C -0.72 -0.25 -4.61
C -0.36 -1.47 -4.04
C -0.18 -1.55 -2.68
N -0.37 -0.51 -1.85
H -1.32 3.22 -2.74
H -0.77 5.50 -2.53
H -0.36 7.42 -1.04
H -0.33 7.11 1.41
H -0.64 4.85 2.37
H -1.17 1.80 -4.19
H -0.86 -0.16 -5.68
H -0.22 -2.35 -4.66
H 0.16 -2.47 -2.22
C 1.68 1.27 2.01
O 0.92 0.26 1.40
H 1.47 2.24 1.55
H 2.75 1.07 1.90
H 1.44 1.33 3.08
C 4.84 -1.90 1.69
C 3.92 -1.47 0.60
C 4.16 -0.76 -0.56
C 2.92 -0.62 -1.19
N 1.96 -1.22 -0.47
N 2.60 -1.72 0.62
C 2.69 0.08 -2.49
H 5.87 -1.78 1.37
H 4.68 -2.95 1.96
H 4.69 -1.30 2.59
H 5.10 -0.39 -0.90
H 2.11 -2.26 1.31
H 3.65 0.40 -2.89
H 2.06 0.96 -2.38
H 2.24 -0.59 -3.22